[1]
Formula: C3H3Cl2DyGaNO3
Source: OMol25
Level of theory: wB97M-V/def2-TZVPD

```
14
Properties=species:S:1:pos:R:3:forces:R:3
Dy -0.022 0.460 -4.305 -0.07 4.78 6.94
Ga -0.050 -0.596 3.139 4.41 0.44 0.27
Cl -0.716 2.564 -3.665 -0.38 0.61 -0.08
Cl 1.923 -1.665 2.969 -2.33 1.27 -0.42
C -0.785 -1.802 4.434 -2.00 -2.14 1.81
C -0.537 0.877 -6.386 -3.84 3.76 -14.04
C 0.439 -1.397 -5.214 3.82 -15.38 -6.60
O -1.161 -2.564 5.148 0.37 0.41 -0.30
O -0.866 1.201 -7.513 2.86 -2.84 9.86
O 0.730 -2.506 -5.597 -2.36 9.09 3.16
N 0.225 1.161 4.142 -1.15 -1.60 -1.88
H -0.668 1.499 4.473 -0.27 0.71 0.47
H 0.632 1.798 3.472 0.34 0.81 0.12
H 0.857 0.969 4.903 0.60 0.08 0.68
```
Positions in Å, forces in eV/Å.

Computed properties:
Total energy in eV: -112246.777
Frontier orbital gap (spin up / spin down) in eV: 7.6 / 7.6
E_HOMO (spin up / spin down) in eV: -24.5 / -24.5
Charge: +4
E_LUMO (spin up / spin down) in hartree: -0.623 / -0.623
Spin multiplicity: 6
Molar mass in g/mol: 404.19

=====

[2]
Formula: C3H3Cl2F
Source: OMol25
Level of theory: wB97M-V/def2-TZVPD

```
9
Properties=species:S:1:pos:R:3:forces:R:3
C 1.763 1.372 -0.322 -0.44 1.25 0.20
C 0.592 1.314 0.284 0.57 0.38 0.38
C -0.131 0.018 0.385 -0.22 0.09 -1.45
F -0.588 -0.230 1.605 0.21 -0.48 0.58
Cl -1.586 0.254 -0.663 -0.01 -0.40 0.04
Cl 0.849 -1.375 -0.281 -1.00 0.24 0.81
H 2.295 2.287 -0.564 -0.13 -0.12 0.32
H 2.143 0.445 -0.633 0.91 -0.67 -0.63
H 0.057 2.168 0.710 0.11 -0.29 -0.23
```
Positions in Å, forces in eV/Å.

Computed properties:
Total energy in eV: -30921.024
Frontier orbital gap in eV: 11.3
SMILES: C=CC(F)(Cl)Cl
E_HOMO in eV: -10.6
E_LUMO in hartree: 0.026
Energy relative to the best compared isomer or geometry (same formula, charge and spin) in kJ/mol: 28.1
Molar mass in g/mol: 128.96

=====

[3]
Formula: C3H3Cl2NO
Source: OMol25
Level of theory: wB97M-V/def2-TZVPD

```
10
Properties=species:S:1:pos:R:3:forces:R:3
O -2.170 -1.008 -0.228 -0.73 -0.85 -0.18
C -1.854 0.128 -0.015 -0.52 -0.02 0.16
N -0.564 0.486 0.150 0.78 -1.59 -0.14
C 0.458 -0.495 0.053 0.08 2.86 -0.07
C 1.744 -0.168 -0.011 0.47 -0.01 -0.08
Cl 2.256 1.518 -0.118 -0.12 -0.98 0.20
Cl 3.001 -1.386 -0.030 -0.57 0.74 -0.07
H -2.594 0.942 0.107 0.30 0.00 -0.10
H -0.356 1.437 0.133 0.68 1.64 0.14
H 0.080 -1.454 -0.042 -0.36 -1.79 0.13
```
Positions in Å, forces in eV/Å.

Computed properties:
Total energy in eV: -31741.611
Frontier orbital gap in eV: 9.7
SMILES: O=CNC=C(Cl)Cl
E_HOMO in eV: -9.2
E_LUMO in hartree: 0.019
Energy relative to the best compared isomer or geometry (same formula, charge and spin) in kJ/mol: 8.6
Molar mass in g/mol: 139.97

=====

[4]
Formula: C3H3Cl2NS
Source: OMol25
Level of theory: wB97M-V/def2-TZVPD

```
10
Properties=species:S:1:pos:R:3:forces:R:3
C 0.891 -1.265 0.145 -0.06 0.03 0.08
C 1.228 -0.152 0.711 -2.12 1.37 -1.51
C -0.548 1.211 -0.520 1.80 -1.27 1.20
N -1.275 0.092 -0.711 -0.92 -0.27 0.46
S -0.444 -1.303 -1.087 -0.07 -0.09 -0.41
Cl 2.267 0.411 1.873 0.56 -0.10 0.48
Cl -2.610 -0.121 0.482 0.74 0.24 -0.47
H 1.223 -2.288 0.247 0.27 -0.08 0.23
H -0.889 1.970 0.155 -0.25 0.15 0.10
H 0.158 1.446 -1.296 0.06 0.01 -0.16
```
Positions in Å, forces in eV/Å.

Computed properties:
Total energy in eV: -40524.716
Frontier orbital gap (spin up / spin down) in eV: 7.7 / 7.7
E_HOMO (spin up / spin down) in eV: -8.0 / -8.0
E_LUMO (spin up / spin down) in hartree: -0.012 / -0.012
Energy relative to the best compared isomer or geometry (same formula, charge and spin) in kJ/mol: 414.9
Molar mass in g/mol: 156.04

=====

[5]
Formula: C3H3Cl2O2
Source: OMol25
Level of theory: wB97M-V/def2-TZVPD

```
10
Properties=species:S:1:pos:R:3:forces:R:3
C 1.658 -1.300 -0.102 -0.37 0.68 1.44
C -2.371 0.927 -0.613 -0.17 -3.79 -2.27
C 1.146 -0.085 0.750 0.23 0.29 -0.06
O 1.777 -1.001 -1.274 0.18 -0.06 -1.73
O 1.868 -2.310 0.559 0.13 -1.00 0.41
Cl 1.410 1.464 0.011 -0.23 0.14 0.45
Cl 1.094 -0.073 2.493 0.00 -0.02 -0.52
H -1.849 0.574 -1.495 0.06 0.69 -0.40
H -2.072 1.791 -0.198 0.72 2.77 1.69
H -2.660 0.013 -0.131 -0.55 0.31 1.01
```
Positions in Å, forces in eV/Å.

Computed properties:
Total energy in eV: -32297.575
Frontier orbital gap (spin up / spin down) in eV: 8.2 / 6.8
E_HOMO (spin up / spin down) in eV: -4.8 / -4.0
Charge: -1
E_LUMO (spin up / spin down) in hartree: 0.125 / 0.102
Energy relative to the best compared isomer or geometry (same formula, charge and spin) in kJ/mol: 342.9
Molar mass in g/mol: 141.96

=====

[6]
Formula: C3H3Cl3O
Source: OMol25
Level of theory: wB97M-V/def2-TZVPD

```
10
Properties=species:S:1:pos:R:3:forces:R:3
O 2.367 0.128 -0.465 0.32 0.08 0.31
C 1.348 0.349 0.131 1.29 -0.20 0.88
C 0.078 -0.004 -0.577 -0.79 1.40 0.76
Cl -0.240 1.517 -1.441 -0.43 0.26 -0.54
C -1.121 -0.393 0.257 1.87 0.35 1.33
Cl -0.620 -1.837 1.148 0.09 -0.50 0.28
Cl -1.599 0.867 1.408 -0.18 -0.07 -0.24
H 1.385 0.831 1.160 -0.52 -0.38 -0.97
H 0.311 -0.756 -1.283 0.11 -0.79 -0.75
H -1.909 -0.703 -0.338 -1.74 -0.15 -1.06
```
Positions in Å, forces in eV/Å.

Computed properties:
Total energy in eV: -42773.823
Frontier orbital gap in eV: 10.8
SMILES: O=C[C@H](Cl)C(Cl)Cl
E_HOMO in eV: -10.4
E_LUMO in hartree: 0.016
Energy relative to the best compared isomer or geometry (same formula, charge and spin) in kJ/mol: 15.4
Molar mass in g/mol: 161.42

=====

[7]
Formula: C3H3Cl4N
Source: OMol25
Level of theory: wB97M-V/def2-TZVPD

```
11
Properties=species:S:1:pos:R:3:forces:R:3
C -1.943 -0.302 -0.097 -2.26 -1.21 -0.33
N -0.792 0.509 -0.045 7.08 -2.74 0.39
C 0.438 -0.161 -0.027 -6.62 2.39 -0.07
Cl 0.588 -1.869 -0.180 -0.39 0.14 -0.14
C 1.702 0.589 0.124 1.65 1.66 0.46
Cl 1.540 2.050 1.202 -0.25 -0.88 -0.38
Cl 3.026 -0.409 0.782 -0.24 0.17 0.15
Cl 2.290 1.223 -1.438 -0.33 -0.24 -0.22
H -2.054 -0.857 -1.098 0.06 0.92 1.21
H -2.858 0.354 0.104 1.23 -0.99 -0.49
H -1.938 -1.127 0.673 0.07 0.77 -0.59
```
Positions in Å, forces in eV/Å.

Computed properties:
Total energy in eV: -54737.886
Frontier orbital gap in eV: 9.8
SMILES: C/N=C(\Cl)C(Cl)(Cl)Cl
E_HOMO in eV: -10.3
E_LUMO in hartree: -0.020
Energy relative to the best compared isomer or geometry (same formula, charge and spin) in kJ/mol: 53.9
Molar mass in g/mol: 194.88

=====

[8]
Formula: C3H3ClF2
Source: OMol25
Level of theory: wB97M-V/def2-TZVPD

```
9
Properties=species:S:1:pos:R:3:forces:R:3
F 1.537 1.664 -1.240 0.10 0.48 0.23
C 0.518 1.912 -0.279 1.54 0.13 -0.05
C -0.328 0.741 -0.368 -0.23 -1.27 0.40
C -0.231 -0.366 0.360 0.51 1.64 0.40
F 0.500 -0.508 1.464 0.25 0.50 0.06
Cl -1.076 -1.744 0.051 -1.08 -1.81 -0.49
H 1.004 2.092 0.678 0.03 -0.34 0.12
H 0.057 2.830 -0.566 -0.58 0.54 -0.34
H -0.866 0.606 -1.280 -0.53 0.14 -0.34
```
Positions in Å, forces in eV/Å.

Computed properties:
Total energy in eV: -21115.905
Frontier orbital gap in eV: 10.8
SMILES: FC/C=C(\F)Cl
E_HOMO in eV: -9.9
E_LUMO in hartree: 0.031
Energy relative to the best compared isomer or geometry (same formula, charge and spin) in kJ/mol: 62.8
Molar mass in g/mol: 112.51